C5H6 as an isolated structure, computed with ωB97M-V/def2-TZVPD.

As for the relative energy (zero: lowest compared OMol25 entry of this formula, charge and spin): 175.7 kJ/mol. The calculated total energy comes out at -194.0136 hartree.

Element x y z (Å)
C -1.552 0.207 -0.707
C 0.632 0.664 0.857
C 0.382 -0.968 -0.410
C 1.406 -0.549 0.361
C -0.438 0.114 -0.061
H -2.272 1.012 -0.597
H -1.832 -0.576 -1.389
H 0.378 0.662 1.916
H 1.029 1.638 0.573
H 0.250 -1.816 -1.059
H 2.411 -0.875 0.553

Cartesian forces, eV/Å:
C -2.99 1.99 -0.17
C 0.10 0.44 0.33
C 3.16 -1.77 0.69
C -0.13 -0.08 -0.18
C -0.18 -0.35 -0.46
H -0.01 0.06 0.01
H 0.00 -0.15 -0.16
H -0.03 0.04 0.04
H -0.02 0.06 0.02
H -0.11 -0.09 -0.16
H 0.22 -0.15 0.04

Löwdin population analysis, charges in e, atoms 1 to 5:
1 C 0.051
2 C -0.103
3 C -0.082
4 C -0.037
5 C -0.364